1.
Here is one molecule with the formula C22H36N4O3 from OMol25. Energies are from ωB97M-V/def2-TZVPD.

Geometry as ORCA input:
```
! wB97M-V def2-TZVPD RIJCOSX def2/J DEFGRID3
* xyz 0 1
C -2.66111 7.49490 -2.19353
O -2.17003 6.26269 -2.66329
C -2.31183 6.13347 -4.06459
C -1.76186 4.79060 -4.49269
C -2.52881 3.62379 -3.88275
C -1.97459 2.26038 -4.30910
C -0.50254 2.12042 -3.96947
O 0.37181 2.11505 -4.81910
N -0.22602 2.05181 -2.64103
C 1.13792 1.97719 -2.13489
C 1.21252 2.59963 -0.74465
C 0.51703 1.75405 0.32327
C 1.09960 0.34031 0.35975
N 0.44077 -0.49906 1.37915
C -0.08557 0.17108 2.56725
C 0.97423 -1.76794 1.53157
O 2.01014 -2.11378 0.98230
C 0.18912 -2.73183 2.32079
C -1.15937 -2.84944 2.54461
N -1.44384 -4.00918 3.19607
C -0.27923 -4.60159 3.37359
N 0.74311 -3.87849 2.86056
C 2.14658 -4.28952 2.85633
C 2.36536 -5.39277 3.87845
C 1.31505 -6.49307 3.75049
C 1.62439 -7.68052 4.64993
C -0.05539 -5.89993 4.07452
C 0.93046 -0.28476 -1.02932
C 1.64703 0.53705 -2.09527
H -2.51566 7.51905 -1.11562
H -2.12333 8.33654 -2.64616
H -3.72958 7.60797 -2.41332
H -3.37443 6.22024 -4.33726
H -1.77439 6.94779 -4.56853
H -1.79512 4.72887 -5.58418
H -0.70719 4.73651 -4.21069
H -2.50317 3.71453 -2.79455
H -3.58115 3.68460 -4.17527
H -2.54287 1.46215 -3.82422
H -2.06083 2.12947 -5.38713
H -0.99511 2.01646 -1.99435
H 1.74680 2.55264 -2.83269
H 2.26779 2.70377 -0.47753
H 0.78696 3.60517 -0.76586
H 0.62491 2.25380 1.28609
H -0.56065 1.69345 0.12919
H 2.17210 0.40750 0.58570
H -0.35037 -0.56757 3.31494
H 0.66394 0.83784 3.00445
H -0.97512 0.75513 2.33344
H -1.93397 -2.16248 2.24347
H 2.40592 -4.62892 1.85299
H 2.76442 -3.41922 3.06488
H 3.36851 -5.79980 3.73719
H 2.32440 -4.97850 4.89201
H 1.30624 -6.83132 2.70729
H 1.67702 -7.36526 5.69509
H 0.85147 -8.44673 4.57110
H 2.58036 -8.13612 4.38775
H -0.13023 -5.73608 5.15547
H -0.86230 -6.58266 3.80593
H 1.30956 -1.30318 -1.02936
H -0.14107 -0.33332 -1.25216
H 1.51975 0.08657 -3.08052
H 2.72149 0.55056 -1.88655
*
```

Summary:
Energy above the lowest of the compared OMol25 structures with the same formula, charge and spin in eV: 0.404
Gap between HOMO and LUMO in hartree: 0.3394
SMILES: COCCCCC(=O)N[C@H]1CC[C@@H](N(C)C(=O)c2cnc3n2CC[C@@H](C)C3)CC1



2.
Here is a 3-piece molecular cluster, C22H36O14P2 overall from OMol25. Energies are from ωB97M-V/def2-TZVPD.

Geometry as ORCA input:
```
! wB97M-V def2-TZVPD RIJCOSX def2/J DEFGRID3
* xyz 0 1
C -1.50953 -2.32607 -0.08651
C -2.12442 -2.17313 -1.44398
O -1.59791 -2.41463 -2.48098
O -3.48334 -1.82325 -1.37549
C -3.84695 -0.57460 -1.79705
O -3.12596 0.16248 -2.39645
C -5.28436 -0.28317 -1.44297
C -5.51073 0.57485 -0.14359
C -4.28342 0.88599 0.72293
C -3.18059 1.76782 0.17473
C -1.86710 1.45550 0.51124
C -0.80792 2.21169 0.03683
C -1.04806 3.29920 -0.79038
C -2.35162 3.64387 -1.12713
C -2.64945 4.80947 -2.03702
C -3.40379 2.87390 -0.63617
C -6.46625 1.74748 -0.39547
C -7.85434 1.14732 -0.20956
O -8.43843 0.59732 -1.36507
O -7.68402 0.12657 0.75001
C -6.40193 -0.32783 0.73975
O -6.07330 -1.30402 1.33590
H -1.78557 -3.31700 0.28507
H -0.42783 -2.28509 -0.18892
H -1.88181 -1.59245 0.62254
H -5.67870 0.25789 -2.30381
H -5.81791 -1.22849 -1.36377
H -4.67565 1.36992 1.62638
H -3.85592 -0.05877 1.06539
H -1.65820 0.60956 1.15620
H 0.20695 1.95390 0.31955
H -0.22354 3.88405 -1.17995
H -3.43114 5.43841 -1.60986
H -1.75956 5.40555 -2.22980
H -3.02056 4.43475 -2.99450
H -4.40882 3.15872 -0.91948
H -6.33763 2.47799 0.40726
H -6.30696 2.28196 -1.33007
H -8.55436 1.88667 0.17794
H -7.86725 0.75142 -2.12267
C 5.68047 -0.34141 2.96917
O 4.65050 0.31361 2.20812
P 3.19002 0.50234 2.77432
O 2.30492 1.20783 1.85212
O 3.36064 1.16748 4.20713
C 3.88492 2.50312 4.27043
O 2.75009 -0.96862 3.16213
C 1.34847 -1.27861 3.17813
H 6.17735 -1.04734 2.30656
H 6.39590 0.40695 3.30594
H 5.27069 -0.86955 3.82887
H 4.09810 2.89949 3.27787
H 4.80009 2.48467 4.85952
H 3.14950 3.13875 4.75747
H 1.25090 -2.25912 3.63568
H 0.96191 -1.30227 2.16033
H 0.79209 -0.54638 3.76186
C 5.59197 -1.42928 -3.80675
O 6.31455 -1.37287 -2.56766
P 5.96674 -2.36973 -1.39296
O 6.82051 -2.20006 -0.21933
O 5.98747 -3.82071 -2.04705
C 7.24608 -4.33349 -2.50703
O 4.41876 -2.15842 -1.16682
C 3.89232 -2.47434 0.13076
H 5.31557 -0.41286 -4.07445
H 6.24197 -1.84441 -4.57590
H 4.69186 -2.03576 -3.72296
H 8.05789 -3.62803 -2.33018
H 7.16594 -4.53631 -3.57381
H 7.45715 -5.25836 -1.97548
H 2.80894 -2.42588 0.05898
H 4.24306 -1.74094 0.85211
H 4.19049 -3.47530 0.44180
*
```

Summary:
Gap between HOMO and LUMO in hartree: 0.3455
SMILES: CC(=O)OC(=O)C[C@@]1(Cc2cccc(C)c2)C[C@@H](O)OC1=O.COP(=O)(OC)OC.COP(=O)(OC)OC



3.
Here is C22H36O2P2Tc as an isolated structure in a non-equilibrium geometry from OMol25. Energies are from ωB97M-V/def2-TZVPD.

Geometry as ORCA input:
```
! wB97M-V def2-TZVPD RIJCOSX def2/J DEFGRID3
* xyz 2 4
P -0.19682 -2.28334 -2.62543
P 0.21210 1.70852 -2.59426
C -0.43357 -0.93708 -3.85446
C 0.42825 0.34048 -3.88297
H -1.50267 -0.70564 -3.95909
H -0.18950 -1.44321 -4.79301
H 1.50176 0.11206 -3.91625
H 0.18824 0.89169 -4.80146
C -1.34144 2.45328 -3.07450
H -1.69388 3.17684 -2.33338
H -2.13308 1.71158 -3.22841
H -1.14730 2.97458 -4.02024
C 1.50298 2.92555 -2.98092
H 1.17953 3.46735 -3.87736
H 2.45360 2.40668 -3.15351
H 1.62199 3.62970 -2.14798
C -1.28457 -3.61881 -3.12070
H -1.25189 -4.42426 -2.37743
H -0.89191 -3.97878 -4.07681
H -2.31592 -3.26904 -3.25123
C 1.45618 -2.88995 -2.89071
H 2.19666 -2.09055 -3.00138
H 1.40128 -3.46422 -3.82016
H 1.75189 -3.54010 -2.06021
Tc -0.13073 -0.72341 1.54573
C 0.44117 1.68579 -0.76361
C -0.73786 0.96104 -0.01350
C -1.54198 0.13436 -0.95443
C -1.67122 -1.34697 -0.56261
C -0.40588 -2.11949 -0.84521
C 0.88879 -1.49888 -0.15888
C 1.58595 -0.45194 -0.98665
C 1.72732 0.96316 -0.41140
C 0.15484 -2.48819 2.57138
H 0.46830 2.74352 -0.43287
H -1.33253 1.73577 0.49170
H -1.13219 0.06620 -1.97311
H -2.53868 0.58200 -1.11811
H -1.95645 -1.43150 0.51750
H -2.52756 -1.78875 -1.10597
H -0.54647 -3.10488 -0.35064
H 1.62715 -2.27378 0.13753
H 0.92062 -0.36638 -1.85834
H 2.55108 -0.81058 -1.39900
H 1.88255 0.95091 0.67273
H 2.57619 1.48771 -0.87775
H 0.62221 -2.29109 3.55876
H 0.79668 -3.22908 2.06684
H -0.79301 -3.00618 2.79587
O -1.30101 0.19953 3.08396
C -0.22251 0.69298 3.57958
O 0.87571 0.44940 2.93394
C -0.19984 1.38161 4.84557
C -1.40469 1.53478 5.53125
C -1.35848 1.99017 6.84418
C -0.13324 2.30763 7.44618
C 1.05315 2.16943 6.71731
C 1.03318 1.72485 5.40040
H -2.33898 1.27440 5.03200
H -2.28412 2.08787 7.40434
H -0.10355 2.63488 8.48724
H 2.00501 2.40901 7.18335
H 1.93913 1.61074 4.80658
*
```

Summary:
Energy above the lowest of the compared OMol25 structures with the same formula, charge and spin in eV: 0.000
Gap between HOMO and LUMO (spin up / spin down) in hartree: 0.2519 / 0.2624



4.
Here is C22H36O3OsP2 as an isolated structure in a non-equilibrium geometry from OMol25. Energies are from ωB97M-V/def2-TZVPD.

Geometry as ORCA input:
```
! wB97M-V def2-TZVPD RIJCOSX def2/J DEFGRID3
* xyz 2 5
P -0.14963 -3.78738 -3.50694
P 2.31462 -3.40719 -2.21268
C 1.14856 -4.83292 -4.32254
C 2.33203 -4.87438 -3.38099
H 1.40223 -4.35954 -5.28743
H 0.76743 -5.83136 -4.55843
H 2.34978 -5.81587 -2.79678
H 3.28190 -4.80888 -3.91316
C 3.58784 -2.23842 -2.75689
H 3.27410 -1.20417 -2.54853
H 3.83784 -2.33911 -3.81664
H 4.46318 -2.45972 -2.13956
C 3.28894 -4.26889 -0.90373
H 4.19912 -4.63465 -1.41511
H 2.73816 -5.13724 -0.49971
H 3.60354 -3.59305 -0.08470
C 0.84774 -1.24875 -4.48486
H 0.47804 -0.21314 -4.35793
H 0.21130 -1.75745 -5.23432
H 1.88985 -1.24303 -4.84157
C -1.12061 -4.68883 -2.23290
H -0.52052 -4.91764 -1.33988
H -1.51220 -5.62378 -2.64212
H -1.96208 -4.02483 -1.96858
Os 0.67185 -2.07788 -2.56180
C 4.76505 -2.17029 1.59551
C 4.19126 -1.09995 1.01250
C 2.88082 -0.39654 1.23418
C 1.67151 -1.35564 1.25269
C 1.73105 -2.27405 2.40225
C 2.02878 -3.53991 2.04934
C 3.29668 -4.18472 2.51487
C 4.38350 -3.04342 2.74537
C -1.36383 -1.58201 -2.98778
H 5.76779 -2.38874 1.18792
H 4.83233 -0.57245 0.28703
H 2.71967 0.29566 0.38825
H 2.82825 0.23632 2.13573
H 0.72077 -0.79966 1.23707
H 1.74461 -1.96129 0.31738
H 1.55497 -1.82973 3.39105
H 1.41248 -4.09034 1.32362
H 3.65144 -4.94405 1.79305
H 3.15380 -4.69682 3.47989
H 4.02643 -2.43563 3.59155
H 5.30616 -3.53664 3.09422
H -1.88102 -1.72952 -2.03365
H -1.80747 -2.24903 -3.75281
H -1.44207 -0.54635 -3.32237
O -1.04238 0.66826 1.81685
C -0.50678 1.75707 1.23692
C -0.26525 2.90914 2.03208
C 0.16699 4.05480 1.40596
C 0.26257 4.11709 0.01842
C 0.06198 2.96183 -0.75983
C -0.22882 1.74795 -0.16151
C -0.35241 0.38680 -0.84444
O 0.59192 -0.01485 -1.61097
O -1.38227 -0.26447 -0.49461
H -1.38427 0.09248 1.04058
H -0.44178 2.84442 3.11841
H 0.42714 4.93110 2.02657
H 0.51231 5.06307 -0.47266
H 0.13390 2.97809 -1.84823
*
```

Summary:
Energy above the lowest of the compared OMol25 structures with the same formula, charge and spin in eV: 0.000
Gap between HOMO and LUMO (spin up / spin down) in hartree: 0.1844 / 0.1494